No. 1
{
  "formula": "C34H70B3F2O2PV",
  "method": "ωB97M-V/def2-TZVPD",
  "lumo_ev": [-1.5, -1.1],
  "multiplicity": 4,
  "orbital_gap_ev": [7.19, 7.71],
  "homo_ev": [-8.716, -8.782],
  "charge": 0,
  "total_energy_ev": -82914.6395,
  "species": ["V", "C", "C", "C", "C", "P", "C", "C", "C", "C", "C", "C", "C", "C", "C", "C", "C", "C", "H", "H", "H", "H", "H", "H", "H", "H", "H", "H", "H", "H", "H", "H", "H", "H", "H", "H", "H", "H", "H", "H", "H", "H", "H", "H", "H", "H", "H", "H", "H", "H", "H", "H", "H", "H", "B", "H", "H", "H", "H", "B", "H", "H", "H", "H", "B", "H", "H", "H", "H", "C", "C", "O", "C", "H", "H", "H", "H", "H", "H", "C", "C", "O", "C", "H", "H", "H", "H", "H", "H", "F", "C", "C", "C", "C", "C", "C", "H", "H", "H", "H", "H", "F", "C", "C", "C", "C", "C", "C", "H", "H", "H", "H", "H"],
  "positions_angstrom": [[-20.4739, 22.7338, -1.8252], [-26.5517, 13.4522, 2.4757], [-25.6932, 13.9241, 3.6676], [-25.3258, 15.4318, 3.4915], [-24.6255, 16.1614, 4.6898], [-23.6131, 17.6897, 4.3562], [-22.1758, 17.1903, 3.2670], [-21.1678, 16.1775, 3.9553], [-19.9144, 15.9848, 3.1289], [-18.9259, 14.8877, 3.6251], [-24.7411, 18.8952, 3.6169], [-26.0602, 18.9356, 4.4189], [-26.9948, 20.0184, 3.8026], [-28.2963, 20.1341, 4.6879], [-22.9432, 18.3536, 5.9868], [-22.5322, 19.7996, 6.0307], [-21.2923, 20.1457, 5.1722], [-21.1631, 21.7219, 5.0683], [-25.8387, 13.3228, 1.6614], [-27.3564, 14.1282, 2.1866], [-26.9835, 12.4687, 2.6608], [-24.8119, 13.2937, 3.7864], [-26.2558, 13.7887, 4.5914], [-26.2671, 15.9515, 3.3129], [-24.7108, 15.5289, 2.5968], [-24.0612, 15.4051, 5.2355], [-25.3834, 16.4192, 5.4294], [-21.7113, 18.1432, 3.0136], [-22.6120, 16.6582, 2.4216], [-21.6602, 15.2577, 4.2708], [-20.9157, 16.5597, 4.9444], [-19.5110, 16.9938, 3.0427], [-20.1378, 15.6109, 2.1298], [-19.4747, 13.9480, 3.6862], [-18.6940, 15.1497, 4.6575], [-18.0408, 14.6416, 3.0385], [-24.9092, 18.5427, 2.5992], [-24.1651, 19.8201, 3.6455], [-25.9450, 19.1030, 5.4897], [-26.5534, 17.9669, 4.3377], [-27.3519, 19.7722, 2.8026], [-26.4648, 20.9703, 3.8334], [-28.0201, 20.3640, 5.7170], [-28.8376, 19.1888, 4.7248], [-28.8602, 21.0108, 4.3692], [-22.1889, 17.6145, 6.2568], [-23.6459, 18.2724, 6.8161], [-22.4340, 20.1769, 7.0486], [-23.3724, 20.4111, 5.7018], [-21.3850, 19.7902, 4.1460], [-20.3379, 19.7164, 5.4770], [-20.3080, 21.9870, 4.4465], [-20.9643, 22.0724, 6.0810], [-22.1215, 22.1584, 4.7871], [-22.5517, 23.4965, -3.9280], [-23.2789, 23.8798, -4.6269], [-21.7038, 24.1610, -3.8669], [-22.8728, 23.4717, -2.8983], [-22.2561, 22.4849, -4.1594], [-19.3293, 24.6569, 0.2587], [-18.6758, 24.8182, -0.5846], [-20.3198, 24.8504, -0.1229], [-19.3233, 23.6203, 0.5584], [-19.0791, 25.3223, 1.0704], [-22.1016, 20.3201, -0.4742], [-22.1748, 20.3035, -1.5506], [-22.6485, 21.1922, -0.1508], [-22.4944, 19.4101, -0.0476], [-21.0918, 20.4424, -0.1141], [-24.4438, 25.4909, 1.9123], [-25.3062, 25.7097, 0.6774], [-26.1533, 24.8947, 0.2649], [-25.1647, 27.0056, -0.0338], [-24.2285, 24.4320, 2.0556], [-25.0496, 25.7984, 2.7648], [-23.5550, 26.1194, 1.9668], [-25.7864, 27.7530, 0.4593], [-25.4901, 27.0198, -1.0740], [-24.1333, 27.3424, 0.0703], [-18.4939, 29.6642, -2.3565], [-18.8124, 31.1378, -2.2705], [-18.3401, 31.8751, -1.4570], [-19.8972, 31.5648, -3.1987], [-18.1455, 29.3557, -3.3422], [-19.3527, 29.1147, -1.9712], [-17.6235, 29.3918, -1.7595], [-19.7520, 31.0214, -4.1324], [-19.8340, 32.6522, -3.2376], [-20.8369, 31.2255, -2.7628], [-15.1025, 23.3739, 4.9095], [-14.8387, 22.0620, 4.6518], [-15.3101, 21.4541, 3.5013], [-15.0212, 20.1156, 3.3259], [-14.3470, 19.3361, 4.2727], [-13.8214, 20.0232, 5.3873], [-14.0633, 21.4230, 5.5966], [-15.8272, 22.0495, 2.7634], [-15.4146, 19.5443, 2.4981], [-14.1262, 18.3039, 4.0442], [-13.2886, 19.4930, 6.1629], [-13.6170, 21.9384, 6.4342], [-10.9680, 28.0365, -5.9569], [-11.7457, 27.4640, -5.0604], [-12.3153, 26.2692, -5.3977], [-13.1327, 25.5837, -4.5027], [-13.4873, 26.1638, -3.2761], [-12.9154, 27.3880, -2.9071], [-12.0529, 28.0578, -3.8002], [-12.1589, 25.9461, -6.4163], [-13.6507, 24.7205, -4.8937], [-14.1346, 25.5489, -2.6684], [-13.1338, 27.7508, -1.9136], [-11.4939, 28.9408, -3.5279]],
  "lowdin_charge": [1.29, -0.10, -0.25, -0.23, -0.26, 1.07, -0.21, -0.25, -0.26, -0.09, -0.25, -0.25, -0.22, -0.10, -0.25, -0.26, -0.23, -0.08, 0.07, 0.08, 0.07, 0.10, 0.10, 0.10, 0.10, 0.09, 0.08, 0.08, 0.09, 0.10, 0.09, 0.11, 0.11, 0.07, 0.07, 0.07, 0.11, 0.10, 0.11, 0.09, 0.11, 0.11, 0.06, 0.07, 0.07, 0.08, 0.10, 0.12, 0.10, 0.08, 0.11, 0.08, 0.07, 0.07, -0.40, -0.06, -0.10, -0.09, -0.09, -0.40, -0.09, -0.10, -0.10, -0.06, -0.42, -0.09, -0.09, -0.09, -0.11, -0.02, -0.47, 0.03, -0.03, 0.08, 0.08, 0.08, 0.09, 0.09, 0.08, -0.03, -0.54, 0.08, -0.03, 0.08, 0.09, 0.08, 0.08, 0.09, 0.09, 0.04, -0.28, -0.01, -0.10, -0.09, -0.07, -0.01, 0.12, 0.10, 0.09, 0.09, 0.11, 0.08, -0.31, -0.04, -0.08, -0.09, -0.08, 0.00, 0.12, 0.10, 0.10, 0.10, 0.11]
}



No. 2
{
  "formula": "C34H71BrN9O11P",
  "method": "ωB97M-V/def2-TZVPD",
  "lumo_ev": 0.4,
  "orbital_gap_ev": 8.76,
  "smiles": "O=C(O[PH3]Br)c1ccccc1.CN(C)C=O.CN(C)C=O.CN(C)C=O.CN(C)C=O.CN(C)C=O.CN(C)C=O.CN(C)C=O.CN(C)C=O.CN(C)C=O",
  "homo_ev": -8.385,
  "charge": 0,
  "total_energy_ev": -151673.1892,
  "species": ["O", "C", "O", "P", "Br", "C", "C", "C", "C", "C", "C", "H", "H", "H", "H", "H", "H", "H", "H", "C", "O", "N", "C", "C", "H", "H", "H", "H", "H", "H", "H", "C", "O", "N", "C", "C", "H", "H", "H", "H", "H", "H", "H", "C", "O", "N", "C", "C", "H", "H", "H", "H", "H", "H", "H", "C", "O", "N", "C", "C", "H", "H", "H", "H", "H", "H", "H", "C", "O", "N", "C", "C", "H", "H", "H", "H", "H", "H", "H", "C", "O", "N", "C", "C", "H", "H", "H", "H", "H", "H", "H", "C", "O", "N", "C", "C", "H", "H", "H", "H", "H", "H", "H", "C", "O", "N", "C", "C", "H", "H", "H", "H", "H", "H", "H", "C", "O", "N", "C", "C", "H", "H", "H", "H", "H", "H", "H"],
  "positions_angstrom": [[0.7637, -2.9561, -1.1482], [0.9198, -1.8717, -0.6749], [2.0964, -1.5352, 0.0282], [3.1707, -0.5424, -0.9002], [4.5521, 0.7859, -2.2198], [-0.1836, -0.7615, -0.7586], [-1.4650, -1.0275, -0.0972], [-2.4853, 0.0432, -0.1986], [-2.2342, 1.3259, -0.8885], [-0.9515, 1.5754, -1.5300], [0.0421, 0.5060, -1.4552], [2.5588, 0.6703, -0.4708], [4.2714, -0.9755, -0.1109], [2.7829, -1.1852, -2.1180], [-1.7085, -1.9597, 0.4578], [-3.4698, -0.1683, 0.2722], [-2.9930, 2.1358, -0.9454], [-0.6846, 2.5162, -2.0644], [1.0194, 0.7227, -1.9573], [-0.6392, 3.1167, 1.8179], [-1.7668, 2.8975, 2.2158], [0.0095, 4.2997, 1.9210], [1.3568, 4.4874, 1.4181], [-0.6652, 5.4152, 2.5549], [-0.0405, 2.3353, 1.3204], [2.0088, 4.7793, 2.2480], [1.3459, 5.2758, 0.6660], [1.7371, 3.5698, 0.9695], [-0.9280, 5.1430, 3.5796], [-1.5840, 5.6396, 2.0084], [-0.0207, 6.2932, 2.5633], [-2.3639, -1.3425, 4.5376], [-2.3005, -1.3718, 3.3165], [-2.6013, -0.2395, 5.2738], [-2.6657, -0.2636, 6.7200], [-2.7951, 1.0060, 4.5723], [-2.2249, -2.2513, 5.1481], [-3.6513, 0.0814, 7.0407], [-1.8994, 0.4019, 7.1238], [-2.4992, -1.2721, 7.0993], [-3.6460, 0.9055, 3.8954], [-1.9040, 1.2203, 3.9825], [-2.9772, 1.8225, 5.2704], [1.6146, -2.6686, -6.5414], [1.9695, -1.5035, -6.5132], [0.8819, -3.2851, -5.5874], [0.4959, -4.6804, -5.6893], [0.4656, -2.5310, -4.4195], [1.8761, -3.3333, -7.3824], [-0.5933, -4.7541, -5.6802], [0.9035, -5.2221, -4.8358], [0.8747, -5.1240, -6.6077], [-0.1404, -1.6803, -4.7370], [1.3519, -2.1552, -3.9020], [-0.1114, -3.1588, -3.7464], [-2.9223, -3.6294, -3.3499], [-2.2734, -2.6761, -2.9672], [-3.8825, -3.5869, -4.3056], [-4.6167, -4.7683, -4.7125], [-4.1828, -2.3169, -4.9403], [-2.7713, -4.6392, -2.9322], [-4.4533, -4.9431, -5.7784], [-5.6822, -4.6094, -4.5293], [-4.2852, -5.6424, -4.1530], [-3.2816, -1.9324, -5.4225], [-4.5031, -1.6008, -4.1806], [-4.9705, -2.4403, -5.6822], [0.4966, -8.4496, -6.3921], [-0.1501, -7.4161, -6.3571], [1.5480, -8.7349, -5.5908], [2.2726, -9.9864, -5.6833], [1.9610, -7.7511, -4.6053], [0.2614, -9.2576, -7.1049], [2.2119, -10.5073, -4.7253], [3.3188, -9.7782, -5.9175], [1.8518, -10.6216, -6.4626], [1.1260, -7.5490, -3.9301], [2.2288, -6.8259, -5.1173], [2.8142, -8.1116, -4.0333], [-0.1116, 5.8839, -2.1097], [0.5200, 5.6252, -1.1006], [-1.3944, 6.3091, -2.1363], [-2.0844, 6.5985, -3.3782], [-2.1021, 6.4804, -0.8801], [0.3336, 5.7856, -3.1132], [-2.4025, 7.6434, -3.3765], [-2.9610, 5.9520, -3.4603], [-1.4324, 6.4253, -4.2336], [-1.5717, 7.2095, -0.2638], [-2.1273, 5.5270, -0.3472], [-3.1190, 6.8251, -1.0611], [3.8883, -7.8694, -1.0262], [3.9789, -7.9525, -2.2383], [3.6114, -6.7359, -0.3435], [3.5185, -6.7118, 1.1028], [3.3997, -5.5026, -1.0835], [4.0300, -8.7459, -0.3726], [2.5196, -6.3785, 1.3922], [4.2623, -6.0163, 1.4982], [3.6992, -7.7022, 1.5196], [2.5617, -5.6330, -1.7706], [4.2950, -5.2739, -1.6659], [3.1869, -4.6811, -0.4012], [-2.0343, 4.9084, 6.4393], [-2.7367, 3.9174, 6.3599], [-2.4586, 6.1382, 6.8185], [-1.5615, 7.2754, 6.8890], [-3.8556, 6.3212, 7.1647], [-0.9587, 4.8774, 6.1988], [-1.5501, 7.6581, 7.9124], [-1.9199, 8.0549, 6.2121], [-0.5491, 6.9896, 6.6021], [-4.1108, 5.6615, 7.9967], [-4.4777, 6.0558, 6.3073], [-4.0443, 7.3560, 7.4471], [2.8192, 4.9659, 5.6716], [1.7880, 5.5906, 5.8388], [3.9465, 5.4593, 5.1092], [5.1400, 4.6532, 4.9421], [3.9600, 6.8392, 4.6592], [2.9136, 3.9112, 5.9776], [5.9653, 5.1172, 5.4868], [5.3904, 4.5990, 3.8803], [4.9832, 3.6448, 5.3234], [3.7517, 7.4967, 5.5056], [3.1801, 6.9813, 3.9081], [4.9295, 7.0894, 4.2314]],
  "lowdin_charge": [0.13, -0.51, -0.33, 0.49, 0.08, -0.11, 0.01, -0.04, -0.07, -0.08, -0.06, -0.02, 0.01, 0.00, 0.12, 0.10, 0.09, 0.10, 0.08, -0.34, 0.00, -0.18, -0.06, -0.03, 0.13, 0.08, 0.05, 0.08, 0.08, 0.08, 0.09, -0.36, -0.01, -0.20, -0.06, -0.04, 0.13, 0.09, 0.09, 0.08, 0.10, 0.08, 0.06, -0.36, 0.00, -0.18, -0.07, -0.04, 0.13, 0.09, 0.07, 0.08, 0.10, 0.07, 0.06, -0.34, 0.01, -0.20, -0.06, -0.04, 0.14, 0.09, 0.09, 0.08, 0.09, 0.09, 0.09, -0.34, 0.00, -0.19, -0.05, -0.04, 0.13, 0.09, 0.09, 0.08, 0.10, 0.08, 0.06, -0.33, 0.00, -0.19, -0.06, -0.04, 0.14, 0.09, 0.09, 0.08, 0.09, 0.09, 0.09, -0.34, -0.01, -0.20, -0.06, -0.03, 0.13, 0.09, 0.09, 0.08, 0.09, 0.10, 0.08, -0.34, 0.00, -0.20, -0.05, -0.05, 0.12, 0.09, 0.09, 0.07, 0.09, 0.09, 0.08, -0.35, 0.00, -0.20, -0.06, -0.04, 0.13, 0.09, 0.09, 0.08, 0.09, 0.09, 0.09]
}



No. 3
{
  "formula": "C34H74BN5O11",
  "method": "ωB97M-V/def2-TZVPD",
  "lumo_ev": -0.8,
  "orbital_gap_ev": 7.57,
  "smiles": "CCB(O)C1=CC(=O)C(CCN)=CC1=O.COCCNCCOC.COCCNCCOC.COCCNCCOC.COCCNCCOC",
  "homo_ev": -8.392,
  "charge": 0,
  "total_energy_ev": -67101.6356,
  "species": ["C", "C", "B", "O", "C", "C", "C", "O", "C", "C", "C", "N", "C", "C", "O", "H", "H", "H", "H", "H", "H", "H", "H", "H", "H", "H", "H", "H", "H", "C", "O", "C", "C", "N", "C", "C", "O", "C", "H", "H", "H", "H", "H", "H", "H", "H", "H", "H", "H", "H", "H", "H", "H", "C", "O", "C", "C", "N", "C", "C", "O", "C", "H", "H", "H", "H", "H", "H", "H", "H", "H", "H", "H", "H", "H", "H", "H", "C", "O", "C", "C", "N", "C", "C", "O", "C", "H", "H", "H", "H", "H", "H", "H", "H", "H", "H", "H", "H", "H", "H", "H", "C", "O", "C", "C", "N", "C", "C", "O", "C", "H", "H", "H", "H", "H", "H", "H", "H", "H", "H", "H", "H", "H", "H", "H"],
  "positions_angstrom": [[4.2731, 8.6881, -1.2938], [2.8733, 8.7263, -1.9452], [2.1249, 7.3200, -1.9938], [0.8387, 7.2229, -1.5098], [2.7940, 5.9978, -2.5411], [3.8601, 6.1028, -3.3060], [4.4908, 4.8184, -3.7789], [5.6714, 4.7212, -3.8680], [3.5225, 3.7184, -4.1062], [3.8399, 2.8416, -5.2885], [3.8097, 3.7516, -6.5341], [4.3836, 3.0926, -7.7275], [2.4501, 3.6169, -3.3612], [2.2820, 4.6076, -2.2506], [1.7692, 4.3461, -1.2101], [4.2544, 8.1845, -0.3271], [4.6221, 9.7131, -1.1615], [5.0272, 8.1929, -1.9035], [2.2516, 9.3780, -1.3221], [2.9166, 9.1981, -2.9338], [0.3327, 7.9898, -1.8143], [4.2774, 7.0586, -3.5869], [3.0116, 2.1385, -5.3820], [4.7943, 2.3326, -5.1772], [4.3809, 4.6660, -6.3608], [2.7655, 4.0657, -6.6524], [3.5961, 2.7949, -8.2986], [4.7941, 3.8348, -8.2871], [1.7020, 2.8600, -3.5624], [-4.5218, -0.5397, -0.5172], [-4.4761, 0.7794, -0.0049], [-3.6368, 0.9200, 1.1374], [-2.4314, 1.7788, 0.8100], [-1.5174, 1.0797, -0.0858], [-0.4522, 1.9221, -0.6296], [-0.8438, 3.0624, -1.5607], [-1.3889, 2.6308, -2.8043], [-2.7843, 2.3904, -2.8030], [-5.2724, -0.5630, -1.3061], [-3.5587, -0.8336, -0.9474], [-4.8094, -1.2539, 0.2600], [-3.3343, -0.0511, 1.5404], [-4.2285, 1.4276, 1.9061], [-1.9044, 2.0276, 1.7360], [-2.7999, 2.7109, 0.3620], [-2.0478, 0.6940, -0.8567], [0.2145, 1.2572, -1.1880], [0.1323, 2.3295, 0.2005], [0.0678, 3.5949, -1.8059], [-1.5039, 3.7945, -1.0805], [-3.3140, 3.0376, -2.0998], [-3.0006, 1.3419, -2.5786], [-3.1587, 2.5912, -3.8081], [3.9455, 0.2530, -0.7585], [3.4688, -1.0284, -1.1295], [4.3915, -2.0829, -0.8698], [3.8651, -3.0016, 0.2160], [3.8741, -2.3414, 1.5164], [3.1640, -3.0781, 2.5602], [1.6559, -3.2567, 2.3949], [0.9252, -2.0473, 2.4785], [0.8095, -1.3390, 1.2528], [3.2202, 0.9898, -1.1029], [4.0397, 0.3437, 0.3286], [4.9101, 0.4654, -1.2293], [5.3837, -1.6984, -0.6167], [4.4850, -2.6573, -1.7965], [4.4919, -3.8967, 0.2660], [2.8506, -3.3076, -0.0701], [3.4473, -1.4290, 1.4221], [3.3324, -2.5380, 3.4956], [3.6286, -4.0627, 2.6772], [1.3082, -3.8740, 3.2289], [1.3956, -3.8061, 1.4820], [0.7954, -2.0076, 0.3883], [1.6221, -0.6137, 1.1533], [-0.1234, -0.7756, 1.2706], [1.5637, -7.0034, -1.3238], [2.3266, -6.9002, -0.1349], [1.8360, -7.7133, 0.9269], [2.8192, -8.8204, 1.2508], [2.8669, -9.8109, 0.1810], [3.9552, -10.7769, 0.3116], [5.3858, -10.2525, 0.2039], [5.7265, -9.7634, -1.0815], [5.4003, -8.4050, -1.3177], [1.9440, -6.2632, -2.0266], [1.6655, -7.9946, -1.7777], [0.5072, -6.7939, -1.1328], [0.8447, -8.1160, 0.7012], [1.7388, -7.0665, 1.8045], [2.5144, -9.3116, 2.1794], [3.8000, -8.3545, 1.4135], [2.9694, -9.3312, -0.7039], [3.8152, -11.5167, -0.4807], [3.8422, -11.3084, 1.2618], [6.0544, -11.0988, 0.3842], [5.6215, -9.5103, 0.9756], [5.4487, -7.8035, -0.4066], [4.4094, -8.3141, -1.7710], [6.1223, -8.0091, -2.0329], [-9.3741, 4.9027, 4.9639], [-8.7747, 4.3625, 3.8006], [-7.3531, 4.4476, 3.7974], [-6.7337, 3.0666, 3.8789], [-6.9428, 2.4711, 5.1939], [-6.5813, 1.0574, 5.2690], [-7.3958, 0.0710, 4.4341], [-8.7439, -0.0618, 4.8491], [-9.6437, 0.8797, 4.2904], [-10.4529, 4.8946, 4.8150], [-9.1427, 4.2999, 5.8483], [-9.0519, 5.9349, 5.1294], [-6.9853, 5.0942, 4.5992], [-7.0644, 4.9031, 2.8455], [-5.6589, 3.1429, 3.6882], [-7.1820, 2.4536, 3.0861], [-7.9186, 2.5661, 5.4441], [-6.6810, 0.7630, 6.3170], [-5.5225, 0.9507, 5.0116], [-6.9463, -0.9165, 4.5714], [-7.3402, 0.2826, 3.3596], [-9.3448, 1.1924, 3.2871], [-9.7452, 1.7549, 4.9379], [-10.6241, 0.4061, 4.2281]],
  "lowdin_charge": [-0.11, -0.16, -0.40, 0.15, 0.00, 0.07, -0.35, 0.15, -0.17, -0.12, -0.27, 0.00, 0.08, -0.33, 0.12, 0.08, 0.07, 0.06, 0.10, 0.10, 0.11, 0.12, 0.12, 0.12, 0.11, 0.12, 0.06, 0.06, 0.13, -0.11, -0.20, -0.21, -0.21, -0.05, -0.19, -0.21, -0.18, -0.10, 0.09, 0.08, 0.09, 0.12, 0.11, 0.13, 0.11, 0.07, 0.12, 0.12, 0.07, 0.12, 0.09, 0.07, 0.09, -0.11, -0.20, -0.21, -0.21, -0.05, -0.20, -0.23, -0.18, -0.10, 0.08, 0.08, 0.09, 0.12, 0.12, 0.12, 0.10, 0.07, 0.12, 0.11, 0.12, 0.11, 0.09, 0.07, 0.07, -0.11, -0.21, -0.22, -0.21, -0.05, -0.20, -0.23, -0.18, -0.10, 0.09, 0.08, 0.09, 0.12, 0.12, 0.12, 0.11, 0.07, 0.12, 0.12, 0.12, 0.11, 0.09, 0.07, 0.09, -0.12, -0.20, -0.22, -0.22, -0.05, -0.20, -0.23, -0.18, -0.10, 0.09, 0.08, 0.09, 0.12, 0.12, 0.12, 0.11, 0.07, 0.12, 0.12, 0.12, 0.11, 0.09, 0.07, 0.09]
}